Computed, not measured: a 2-piece molecular cluster, C8H16N2O6 overall, with the ωB97M-V functional and the def2-TZVPD basis.

Cartesian coordinates (Å):
C -2.43373 -3.76533 0.60440
C -2.18941 -4.94142 -0.35465
C -1.09829 -3.08966 0.94109
C -0.39626 -2.47586 -0.26416
C 0.86363 -1.75717 0.14463
C 1.94745 5.25644 -0.56597
C 1.07076 5.32729 -1.82676
C 2.95927 4.12816 -0.75036
H -4.06383 -4.26919 1.76692
H -2.79280 -3.71660 2.63741
H -3.07026 -3.04983 0.06704
H -1.28551 -2.30178 1.68036
H -0.43844 -3.81696 1.42758
H -1.04393 -1.75630 -0.78051
H -0.14642 -3.23048 -1.01657
H 2.29278 -0.78950 -0.56153
H -2.45990 -5.95532 1.17122
H 1.58856 4.46314 1.30539
H 0.80703 5.87564 1.03941
H 2.48434 6.21119 -0.50703
H 3.66548 4.09873 0.08681
H 3.52119 4.28169 -1.67618
H 2.44649 3.16251 -0.81213
H -0.21183 4.58709 -0.71414
N -3.05010 -4.27648 1.83191
N 1.09814 5.00630 0.60265
O -1.95598 -4.78698 -1.52862
O 1.28020 -1.64684 1.27343
O 1.50102 -1.22666 -0.91641
O -2.21354 -6.13696 0.23433
O 1.48516 5.74956 -2.87656
O -0.16127 4.84158 -1.66298

Atoms 1-2, force components in eV/Å:
C 0.020 0.043 -0.118
C 0.122 0.186 -0.376

- LUMO level (eV) = 0.306
- gap between HOMO and LUMO (eV) = 10.32
- ΔE to the lowest compared entry with this formula, charge and spin (kcal/mol) = 0.0
- highest occupied orbital energy (eV) = -10.0111